[1]
Formula: C4H8S
Source: the Open Molecules 2025 dataset
Level of theory: the ωB97M-V functional and the def2-TZVPD basis

```
13
Properties=species:S:1:pos:R:3:forces:R:3:mulliken_charge:R:1
C -0.07697 1.26304 -0.06029 0.8843 4.1418 2.5118 -1.385
C -0.22650 -0.25742 -0.11447 -5.0242 3.0559 -2.7510 0.974
C 0.51988 -0.86584 0.80424 6.6871 0.0002 6.8948 -0.718
C 0.88431 -1.14376 -0.62071 0.4305 3.2654 -1.3973 -0.697
H -0.84046 1.76867 0.79803 1.4008 -1.6593 -2.8728 0.356
H -0.12578 1.77777 -1.06274 -0.3570 -0.4420 1.1702 0.343
H 0.93001 1.83226 0.55179 -2.1341 -2.4731 -2.2076 0.291
H -2.67063 0.63182 -0.86917 1.6929 -3.1705 2.0069 0.134
H 1.06741 -0.00808 1.51214 -0.7041 -2.7576 -1.7591 0.124
H 0.30747 -1.70243 1.44625 -0.5935 -0.3941 -0.3137 0.327
H 0.78538 -2.07957 -1.03995 -1.0533 -2.0805 -0.2490 0.309
H 1.42733 -0.54631 -1.38582 0.7058 -0.1665 1.4920 0.225
S -1.98145 -0.67016 0.04069 -1.9352 2.6802 -2.5251 -0.283
```
Positions in Å, forces in eV/Å.

Output
- E_LUMO (Eh) = 0.014
- relative energy (zero: lowest compared OMol25 entry of this formula, charge and spin) (kJ/mol) = 419.35

***

[2]
Formula: C4H8S
Source: the Open Molecules 2025 dataset
Level of theory: the ωB97M-V functional and the def2-TZVPD basis

```
13
Properties=species:S:1:pos:R:3:forces:R:3:mulliken_charge:R:1
C -0.91545 1.30566 -0.37166 0.0177 -1.8414 0.7639 -0.971
C -0.06352 0.37313 0.09868 -2.2547 -0.7153 -0.4870 0.776
C 1.35795 0.69785 0.28007 1.3053 0.3157 0.2463 -1.095
C -0.52990 -1.13872 0.50200 0.5259 2.6516 -1.0556 -0.777
S -0.01477 -2.36342 -0.79722 0.6703 -0.1109 1.2332 -0.205
H -1.98673 1.15655 -0.43662 0.0399 -0.1711 -0.0976 0.273
H -0.54664 2.25162 -0.66748 0.3280 0.8728 -0.1928 0.295
H 1.75098 1.66350 -0.19125 -0.8843 -1.3039 0.7634 0.325
H 1.96026 -0.12594 -0.07871 0.3456 -0.1947 -0.3749 0.289
H 1.53908 0.67125 1.36489 0.2192 0.4587 -0.1292 0.270
H -0.17318 -1.29620 1.52931 0.4891 -0.7326 -0.6317 0.343
H -1.59968 -1.21705 0.58245 -0.4681 0.3217 -0.1267 0.343
H -0.77839 -1.97825 -1.81448 -0.3338 0.4493 0.0885 0.135
```
Positions in Å, forces in eV/Å.

Output
- E_LUMO (Eh) = 0.035
- relative energy (zero: lowest compared OMol25 entry of this formula, charge and spin) (kJ/mol) = 51.92
- SMILES = C=C(C)CS

***

[3]
Formula: C4H8S
Source: the Open Molecules 2025 dataset
Level of theory: the ωB97M-V functional and the def2-TZVPD basis

```
13
Properties=species:S:1:pos:R:3:forces:R:3:mulliken_charge:R:1
C -1.30473 -0.19868 -0.64633 -1.3526 -0.2676 -0.4751 -1.303
C 0.08752 0.20702 -0.34187 -0.9030 -0.6296 -1.4414 0.392
C 0.36242 1.09433 0.81717 1.8439 0.1055 -1.0384 -0.797
C 0.96538 -0.92814 0.18465 2.9444 -0.2159 -4.5072 -0.766
H -1.28996 -1.09208 -1.34248 -0.2955 1.2296 0.4633 0.314
H -1.82936 -0.51183 0.26518 0.0253 -0.0272 -0.1202 0.304
H -1.84360 0.69360 -1.04253 0.0269 -0.9325 -0.1086 0.349
H 0.49576 0.76487 -1.25310 -0.0312 -1.3446 1.0638 0.230
H 0.29066 2.13335 0.64155 -0.3761 1.1206 0.2645 0.420
H -0.03636 0.68291 1.68822 -0.9833 -0.0357 1.6204 0.326
H 0.66690 -1.58536 0.93328 -1.1453 -0.3362 1.8614 0.376
H 1.35097 -1.71974 -0.62590 -0.4029 2.0703 1.3844 0.318
S 2.08441 0.45976 0.72215 0.6495 -0.7364 1.0330 -0.163
```
Positions in Å, forces in eV/Å.

Output
- E_LUMO (Eh) = 0.040
- relative energy (zero: lowest compared OMol25 entry of this formula, charge and spin) (kJ/mol) = 92.14

***

[4]
Formula: C4H8S
Source: the Open Molecules 2025 dataset
Level of theory: the ωB97M-V functional and the def2-TZVPD basis

```
13
Properties=species:S:1:pos:R:3:forces:R:3:mulliken_charge:R:1
C -0.63085 0.08869 -1.29223 0.7011 2.0638 -2.3663 -0.983
C 0.40421 -0.80941 -0.54269 2.1129 3.9941 -0.1096 -0.243
C 0.12891 -0.40545 0.88808 -1.0588 -1.9864 2.3763 -0.638
C 0.24446 1.00137 1.34947 -0.7382 -1.2287 -2.7891 -0.205
S 1.45967 1.53162 2.15048 2.0667 1.1407 1.9077 -0.265
H -0.10202 1.16579 -1.55640 -1.5929 -2.5732 0.7788 0.208
H -0.96086 -0.32720 -2.32981 0.5167 0.6471 1.9255 0.314
H -1.56626 0.26967 -0.61551 1.6815 -0.2762 -1.5571 0.282
H 0.14915 -1.77350 -0.68536 -0.8947 -3.3617 -0.1792 0.294
H 1.54558 -0.77301 -0.75908 -1.9799 0.6036 -0.2730 0.282
H 0.70926 -0.90609 1.71838 -0.6988 -0.4838 -1.2624 0.368
H -0.96262 -0.72196 0.81009 1.0162 0.3621 1.6892 0.273
H -0.41861 1.65947 0.86458 -1.1318 1.0986 -0.1408 0.311
```
Positions in Å, forces in eV/Å.

Output
- E_LUMO (Eh) = 0.000
- relative energy (zero: lowest compared OMol25 entry of this formula, charge and spin) (kJ/mol) = 166.94
- SMILES = CCCC=S

***

[5]
Formula: C4H8S
Source: the Open Molecules 2025 dataset
Level of theory: the ωB97M-V functional and the def2-TZVPD basis

```
13
Properties=species:S:1:pos:R:3:forces:R:3:mulliken_charge:R:1
C -1.86665 -1.56235 -0.03458 3.1093 2.0604 -0.6866 -0.729
C -0.61249 -1.02244 0.17530 0.3502 -0.0244 0.2517 -0.256
C 0.64013 -0.00479 -0.42793 -2.9183 -2.0560 0.2991 0.046
C 0.50147 1.34757 0.22715 -0.0409 0.0260 -0.0780 -0.999
S 2.15539 -0.89160 0.05923 -0.3005 -0.1192 -0.0167 -0.208
H -2.28379 -2.19370 0.72412 -0.0776 -0.1708 0.2417 0.255
H -2.44638 -1.36534 -0.91842 -0.1708 -0.0019 -0.2404 0.262
H -0.19341 -1.33364 1.13201 -0.0872 -0.0473 0.1380 0.198
H 0.58229 0.03996 -1.51449 -0.0168 0.0537 0.0649 0.361
H 0.48558 1.24464 1.30953 0.0076 0.0194 0.0812 0.286
H -0.42210 1.82283 -0.09692 -0.0847 0.0705 0.0075 0.314
H 1.33580 1.99189 -0.04628 0.0725 0.0443 0.0089 0.350
H 2.98651 -0.07439 -0.58638 0.1573 0.1453 -0.0713 0.121
```
Positions in Å, forces in eV/Å.

Output
- E_LUMO (Eh) = 0.035
- relative energy (zero: lowest compared OMol25 entry of this formula, charge and spin) (kJ/mol) = 110.14
- SMILES = C=C[C@@H](C)S

***

[6]
Formula: C4H8S2
Source: the Open Molecules 2025 dataset
Level of theory: the ωB97M-V functional and the def2-TZVPD basis

```
14
Properties=species:S:1:pos:R:3:forces:R:3:mulliken_charge:R:1
S -0.99021 2.14127 -1.60776 -0.1018 0.0485 0.3334 -0.222
C -1.55607 1.40977 -0.02352 0.8790 -0.5529 0.2332 -0.679
C -0.75010 0.16910 0.44142 -1.8017 0.4358 -0.1223 -0.285
C 0.56134 0.00183 0.48290 -0.1701 -0.5770 -0.2038 0.135
C 1.12396 -1.38222 0.68760 -0.3714 0.6914 -0.0352 -0.890
S 1.71630 -2.13620 -0.84753 0.2439 0.1352 -0.0609 -0.181
H -0.99413 1.02785 -2.34002 -0.0336 -0.2191 -0.0355 0.127
H -1.42255 2.24011 0.67165 -0.1550 -0.0446 0.0868 0.303
H -2.61906 1.14896 -0.06230 0.2878 0.1615 -0.0636 0.359
H -1.44946 -0.65578 0.73893 0.9604 0.4948 -0.3955 0.171
H 1.26339 0.80670 0.26603 -0.1882 -0.1200 -0.1713 0.327
H 1.93708 -1.35642 1.37575 0.6230 -0.1599 0.5806 0.386
H 0.36847 -2.04780 1.07138 -0.3026 -0.1835 0.1838 0.337
H 2.81105 -1.36718 -0.85452 0.1303 -0.1101 -0.3296 0.114
```
Positions in Å, forces in eV/Å.

Output
- E_LUMO (Eh) = 0.034
- relative energy (zero: lowest compared OMol25 entry of this formula, charge and spin) (kJ/mol) = 114.05
- SMILES = SC/C=C/CS

***

[7]
Formula: C4H8S2
Source: the Open Molecules 2025 dataset
Level of theory: the ωB97M-V functional and the def2-TZVPD basis

```
14
Properties=species:S:1:pos:R:3:forces:R:3:mulliken_charge:R:1
S -2.02617 1.61116 1.69909 0.2414 0.0142 -0.1163 -0.237
C -1.10590 1.02326 0.51858 -0.0862 -0.3337 0.3483 -0.245
C -1.37036 -0.25329 -0.25717 -0.7407 1.7414 -1.2870 -0.381
C -0.13004 -0.56117 -1.05746 0.1352 0.1192 0.5921 -0.708
C 1.03966 -0.96930 -0.16991 -1.2882 -2.2244 -0.3957 -0.665
S 2.61775 -1.02317 -1.06040 -0.4548 -1.8219 -0.3446 -0.220
H -0.20099 1.55848 0.16100 -0.5651 -0.0469 0.3170 0.227
H -1.71010 -1.06650 0.31715 -0.6024 -0.8293 1.0600 0.386
H -2.22966 0.07952 -0.93384 0.9767 -0.7436 0.5667 0.265
H -0.26093 -1.21234 -1.90776 -0.0834 -0.3461 -0.0969 0.433
H 0.08712 0.40331 -1.39540 0.8183 1.3596 -1.4824 0.342
H 1.17707 -0.30195 0.64989 -0.0232 0.4902 0.6783 0.354
H 0.70094 -1.98697 0.23093 1.1622 1.2156 -0.1466 0.315
H 2.37102 -2.31852 -1.54520 0.5103 1.4056 0.3070 0.134
```
Positions in Å, forces in eV/Å.

Output
- E_LUMO (Eh) = -0.009
- relative energy (zero: lowest compared OMol25 entry of this formula, charge and spin) (kJ/mol) = 144.34
- SMILES = S=CCCCS

***

[8]
Formula: C4H8S2
Source: the Open Molecules 2025 dataset
Level of theory: the ωB97M-V functional and the def2-TZVPD basis

```
14
Properties=species:S:1:pos:R:3:forces:R:3:mulliken_charge:R:1
C -2.17030 -0.15820 0.55915 2.6645 -0.8686 -2.5551 -0.271
C 1.94023 0.66499 -0.29855 -2.3366 -0.6557 -0.9646 -1.001
C 0.53857 0.73137 0.38197 1.6840 -3.3793 -2.2999 -0.627
C -0.33658 -0.29215 -0.29074 -2.7900 -0.9963 4.9061 -0.385
S -3.27611 0.64828 -0.26976 0.4347 -0.2364 0.8455 -0.197
S 0.17126 -2.03567 -0.15884 -0.8998 0.1580 0.4046 -0.219
H -2.30249 -0.96729 1.29928 -0.0481 0.6843 0.0643 0.361
H 1.71442 0.76570 -1.42946 1.0028 0.0329 1.7580 0.251
H 2.43316 1.51124 0.16166 1.1101 -0.2937 -0.4103 0.367
H 2.24479 -0.37597 -0.06868 0.9600 0.9494 -0.2532 0.298
H 0.69350 0.53975 1.40608 -0.3927 0.0259 1.3355 0.367
H 0.15556 1.61749 0.10414 -1.5936 3.4390 -0.0833 0.375
H -0.67677 -0.17762 -1.24185 -0.6137 1.1501 -2.6430 0.540
H -1.12923 -2.47193 -0.15440 0.8184 -0.0098 -0.1046 0.142
```
Positions in Å, forces in eV/Å.

Output
- E_LUMO (Eh) = -0.017
- relative energy (zero: lowest compared OMol25 entry of this formula, charge and spin) (kJ/mol) = 333.63

***

What did we get for orbital gap? Answer: 9.14, 10.06, 9.55, 8.66, 10.17, 9.85, 8.57, 7.82 eV, in the order shown.
What did we get for max |F|? Answer: 9.605, 2.902, 5.388, 4.520, 3.793, 1.858, 2.601, 5.731 eV/Å, in the order shown.